{"formula": "C5H14O", "method": "ωB97M-V with the def2-TZVPD basis set", "relative_energy_kj_mol": 221.8, "gap_ev": 10.98, "smiles": "CCC.CCO", "homo_ev": -10.22, "multiplicity": 1, "lumo_ev": 0.75, "symbols": ["C", "C", "C", "H", "H", "H", "H", "H", "H", "H", "H", "C", "C", "O", "H", "H", "H", "H", "H", "H"], "xyz": [[1.871, 2.207, -0.355], [0.698, 1.325, 0.013], [0.644, 0.768, 1.440], [2.271, 1.928, -1.276], [2.805, 2.081, 0.333], [1.520, 3.285, -0.329], [-0.275, 1.773, -0.305], [0.673, 0.309, -0.675], [-0.152, 0.068, 1.592], [1.628, 0.158, 1.663], [0.567, 1.489, 2.263], [-0.783, -2.474, -0.638], [-1.579, -1.218, -0.718], [-1.696, -0.663, 0.501], [-1.034, -2.868, -1.642], [-1.084, -3.205, 0.130], [0.318, -2.355, -0.544], [-1.125, -0.422, -1.347], [-2.751, -1.314, -1.178], [-2.517, -0.872, 1.072]]}